Below is a molecular structure, C5H38NO15, with properties calculated with wB97M-V/def2-TZVPD.

Values from the calculation:
LUMO energy = 0.0915 Ha
2S+1 = 1
relative energy (zero: lowest compared OMol25 entry of this formula, charge and spin) = 2.661 eV
gap between HOMO and LUMO = 0.361 Eh
total charge = -1
highest occupied orbital energy = -7.321 eV

Each line ends with the natural charge from an NBO analysis.
Element x y z (Å)
C  0.65  -0.14  -0.64  -0.066
O  0.35  -0.55  -1.96  -0.773
C  -0.04  1.15  -0.19  -0.103
C  0.36  1.40  1.29  -0.466
C  -0.28  2.66  1.81  -0.173
C  -1.10  3.49  1.21  -0.426
N  0.30  2.17  -1.16  -0.875
H  1.72  -0.06  -0.50  0.174
H  0.38  -0.98  0.00  0.192
H  -1.08  0.78  -0.13  0.201
H  0.18  0.56  1.98  0.223
H  1.45  1.40  1.41  0.243
H  0.10  2.89  2.81  0.204
H  -1.49  3.42  0.20  0.196
H  -1.45  4.46  1.57  0.197
H  0.30  3.09  -0.73  0.373
H  1.30  2.08  -1.36  0.381
H  4.03  -2.60  0.10  0.470
H  3.01  -1.01  1.34  0.515
O  3.24  -2.24  0.50  -1.122
H  -3.40  0.79  -2.94  0.480
H  -4.25  0.96  -1.82  0.471
O  -4.23  0.40  -2.62  -0.955
H  -3.62  -1.77  -1.69  0.491
H  -3.14  -2.44  -0.34  0.506
O  -3.84  -1.93  -0.77  -0.988
H  1.53  -4.38  0.62  0.458
H  2.22  -2.84  0.48  0.510
O  1.17  -3.50  0.59  -1.114
H  -3.68  -0.15  0.09  0.493
H  -4.20  -0.38  1.49  0.469
O  -3.87  0.32  0.92  -0.976
H  -0.54  -3.33  -0.57  0.503
H  -0.71  -2.18  -1.57  0.490
O  -1.21  -2.84  -1.08  -1.005
H  3.93  1.47  -2.05  0.499
H  1.02  -0.30  -2.60  0.491
O  3.39  1.87  -2.76  -0.964
H  0.12  -3.15  1.55  0.501
H  -0.42  -1.88  2.19  0.442
O  -0.48  -2.82  2.33  -1.013
H  3.71  -0.28  -0.49  0.484
H  3.70  0.62  0.68  0.508
O  3.96  0.63  -0.27  -1.010
H  -0.17  -0.19  4.73  0.504
H  -1.03  0.88  3.86  0.468
O  -0.73  0.61  4.72  -1.001
H  -0.15  0.77  -3.79  0.475
H  -0.43  -0.35  -4.72  0.468
O  -0.11  0.55  -4.73  -0.946
H  1.60  -0.83  3.52  0.487
H  0.56  -1.99  3.76  0.509
O  1.10  -1.30  4.19  -0.996
H  3.66  2.78  -2.70  0.460
H  3.31  -0.57  2.81  0.474
O  2.88  -0.25  2.02  -1.034
H  -1.60  2.93  -3.48  0.476
H  -1.48  1.98  -2.28  0.496
O  -2.09  2.56  -2.76  -0.977